(1)
DFT (ωB97M-V with the def2-TZVPD basis set) results for a molecular structure, C29H41BrN2O2PS2TeY at a distorted geometry.

Output
Energy above the lowest of the compared OMol25 structures with the same formula, charge and spin (kJ/mol): 42.7
Net charge: -2
Frontier orbital gap (eV): 5.284
Maximum force (eV Å⁻¹): 1.20

Each line ends with the Löwdin charge.
Positions of all 80 atoms, in Å:
Y1 0.278 0.028 0.557  0.5911
O1 -0.934 4.428 0.592  0.0313
C1 -2.200 4.402 0.139  -0.2779
C2 -2.946 5.582 0.127  -0.0357
C3 -4.268 5.574 -0.305  -0.1302
C4 -4.859 4.395 -0.753  -0.1287
C5 -4.100 3.221 -0.754  -0.0516
C6 -2.785 3.202 -0.308  -0.1024
C7 -1.986 1.901 -0.262  -0.4762
O2 -0.614 2.087 -0.217  -0.3689
N1 -2.494 1.116 0.910  -0.0564
N2 -1.438 0.752 1.812  -0.2235
C8 -1.887 0.392 3.021  -0.2317
C9 -1.163 -0.053 4.076  -0.0747
Br1 2.209 0.413 2.494  -0.1198
C10 -0.611 0.188 5.246  -0.1364
C11 0.072 -0.850 6.073  -0.2286
C12 0.478 -0.578 7.382  -0.0694
C13 1.110 -1.546 8.165  -0.1255
C14 1.356 -2.812 7.644  -0.1350
C15 0.969 -3.089 6.331  -0.1006
C16 0.339 -2.124 5.558  -0.0359
H1 -0.550 3.523 0.373  0.0486
H2 -2.471 6.495 0.471  0.1033
H3 -4.836 6.499 -0.302  0.0837
H4 -5.887 4.389 -1.097  0.0800
H5 -4.532 2.287 -1.110  0.1128
H6 -2.247 1.318 -1.138  0.0695
H7 -3.167 1.665 1.414  0.0844
H8 -2.968 0.311 3.150  0.1108
H9 -0.575 1.199 5.660  0.0898
H10 0.291 0.413 7.789  0.0961
H11 1.414 -1.307 9.179  0.0825
H12 1.856 -3.566 8.242  0.0799
H13 1.175 -4.065 5.902  0.0916
H14 0.054 -2.326 4.526  0.1003
C17 -0.204 -5.194 1.048  -0.1546
C18 0.280 -3.786 0.722  -0.7629
S1 -0.814 -2.482 1.228  0.2651
C19 1.412 -3.543 0.034  -0.8181
C20 2.260 -4.704 -0.441  -0.1508
S2 1.988 -1.979 -0.459  0.4782
H15 -1.221 -5.161 1.441  0.0466
H16 0.423 -5.682 1.802  0.0665
H17 -0.218 -5.839 0.164  0.0646
H18 2.041 -5.639 0.087  0.0528
H19 3.318 -4.467 -0.313  0.0532
H20 2.091 -4.864 -1.512  0.0733
Te1 -1.714 -1.718 -0.926  0.3321
C21 3.528 3.495 -3.259  -0.1251
C22 2.200 2.943 -2.731  -0.5274
C23 1.440 4.016 -1.934  -0.1214
P1 2.208 1.314 -1.817  1.0567
C24 3.838 1.142 -0.929  -0.5667
C25 4.036 2.277 0.090  -0.1679
C26 5.121 0.882 -1.724  -0.1207
C27 2.284 0.093 -3.217  -0.5800
C28 0.849 -0.190 -3.671  -0.1522
C29 3.161 0.428 -4.428  -0.1327
H21 3.323 4.400 -3.845  0.0711
H22 4.059 2.794 -3.904  0.0427
H23 4.197 3.783 -2.450  0.0567
H24 1.590 2.699 -3.604  0.0866
H25 1.950 4.248 -0.992  0.0755
H26 0.437 3.687 -1.671  0.0482
H27 1.374 4.948 -2.514  0.0721
H28 3.647 0.244 -0.342  0.0232
H29 4.441 3.173 -0.384  0.0552
H30 4.736 1.959 0.868  0.0666
H31 3.113 2.543 0.607  0.0241
H32 5.377 1.707 -2.398  0.0529
H33 5.052 -0.040 -2.309  0.0640
H34 5.957 0.760 -1.021  0.0744
H35 2.653 -0.816 -2.741  0.0357
H36 0.359 0.725 -4.039  0.0724
H37 0.249 -0.595 -2.855  -0.0316
H38 0.844 -0.922 -4.489  0.0743
H39 2.771 1.293 -4.978  0.0664
H40 3.151 -0.422 -5.123  0.0719
H41 4.202 0.631 -4.170  0.0423


(2)
DFT (ωB97M-V with the def2-TZVPD basis set) results for C6H12O in the gas phase.

Output
Energy above the lowest of the compared OMol25 structures with the same formula, charge and spin (kJ/mol): 482.1
Frontier orbital gap (alpha / beta) (eV): 7.211 / 7.210
Maximum force (eV Å⁻¹): 0.21

Each line ends with the Löwdin charge.
Positions of all 19 atoms, in Å:
C1 2.419 0.908 0.141  -0.0786
C2 1.531 -0.134 -0.516  -0.2853
O1 0.351 -0.326 0.263  -0.2415
C3 -0.575 -1.534 -0.138  -0.1886
C4 -1.896 -1.127 0.229  -0.1754
C5 -2.275 0.210 -0.384  -0.2766
C6 -1.122 0.965 0.126  0.0714
H1 3.350 1.034 -0.423  0.0769
H2 1.918 1.881 0.192  0.0706
H3 2.667 0.602 1.161  0.0802
H4 2.052 -1.097 -0.581  0.1225
H5 1.256 0.163 -1.542  0.1197
H6 -0.386 -1.609 -1.221  0.1083
H7 -0.187 -2.412 0.382  0.1093
H8 -2.191 -1.281 1.265  0.0702
H9 -2.333 0.201 -1.479  0.1097
H10 -3.221 0.577 0.026  0.1145
H11 -0.470 1.559 -0.517  0.0907
H12 -1.141 1.268 1.167  0.1020


(3)
DFT (ωB97M-V with the def2-TZVPD basis set) results for a molecular structure, C42H53Cl7CsN10O3PS6 at a distorted geometry.

Output
Energy above the lowest of the compared OMol25 structures with the same formula, charge and spin (kJ/mol): 115.1
Net charge: -2
Frontier orbital gap (eV): 5.683
Maximum force (eV Å⁻¹): 1.98

Each line ends with the Löwdin charge.
Positions of all 123 atoms, in Å:
Cs1 -1.757 -0.158 0.768  0.9105
N1 3.459 -1.441 -2.330  0.1159
C1 4.627 -1.849 -1.671  -0.2443
C2 5.837 -1.848 -2.347  -0.0444
C3 7.013 -2.223 -1.704  -0.1088
C4 6.980 -2.609 -0.377  -0.1081
C5 5.762 -2.624 0.301  -0.1024
C6 4.591 -2.249 -0.333  -0.4268
S1 3.054 -2.296 0.546  0.9475
N2 1.916 -1.857 -0.600  -0.2486
C7 2.188 -1.502 -1.783  -0.4055
C8 1.064 -1.077 -2.687  -0.2074
C9 1.254 -0.190 -3.735  -0.0318
C10 0.149 0.174 -4.495  -0.0702
C11 -1.090 -0.343 -4.172  -0.0549
C12 -1.194 -1.206 -3.084  -0.1168
N3 -0.129 -1.574 -2.369  0.1385
H1 3.534 -1.236 -3.308  0.1206
H2 5.858 -1.531 -3.385  0.1087
H3 7.948 -2.206 -2.249  0.0929
H4 7.889 -2.899 0.137  0.0943
H5 5.718 -2.928 1.343  0.1089
H6 2.220 0.264 -3.920  0.1025
H7 0.260 0.882 -5.308  0.1062
H8 -1.976 -0.079 -4.739  0.1039
H9 -2.164 -1.596 -2.769  0.0485
Cl1 -4.647 -0.101 1.840  0.5613
C13 -5.164 1.532 2.136  -0.6772
C14 -6.408 1.884 1.644  -0.1393
C15 -6.884 3.173 1.831  -0.1231
C16 -6.090 4.083 2.514  -0.1596
C17 -4.842 3.709 2.991  -0.7087
Cl2 -3.917 4.943 3.808  0.5998
C18 -4.288 2.411 2.830  -0.8391
S2 -2.712 1.952 3.364  0.3737
H10 -6.991 1.144 1.106  0.0782
H11 -7.856 3.465 1.451  0.0887
H12 -6.430 5.099 2.679  0.0866
C19 0.463 -6.127 1.344  -0.0671
N4 0.136 -4.923 0.606  -0.1406
C20 0.579 -4.926 -0.770  -0.1009
C21 -0.477 -3.835 1.187  -0.4512
N5 -0.906 -2.768 0.640  -0.0375
N6 -0.595 -3.949 2.597  0.0900
C22 -1.686 -3.396 3.267  -0.5524
N7 -1.309 -2.925 4.525  0.1317
N8 -2.861 -3.392 2.774  0.1402
H13 0.311 -6.988 0.690  0.0794
H14 -0.182 -6.232 2.209  0.0796
H15 1.508 -6.133 1.680  0.0841
H16 1.651 -5.148 -0.812  0.0822
H17 0.415 -3.962 -1.238  0.0358
H18 0.039 -5.687 -1.343  0.0672
H19 -0.813 -2.755 -0.375  -0.0294
H20 0.294 -3.850 3.074  0.0245
H21 -0.351 -2.605 4.593  0.0236
H22 -1.972 -2.282 4.924  0.0868
H23 -3.512 -2.910 3.387  0.0352
C23 -2.709 2.889 -3.606  -0.1264
C24 -3.718 2.045 -2.843  -0.4019
S3 -3.280 1.839 -1.107  0.8063
O1 -1.813 1.501 -1.112  -0.8631
C25 -3.426 3.568 -0.516  -0.3285
C26 -2.112 4.342 -0.559  -0.1119
H24 -2.802 2.710 -4.679  0.0729
H25 -1.694 2.620 -3.301  0.0451
H26 -2.852 3.955 -3.425  0.0672
H27 -3.758 1.015 -3.207  0.0594
H28 -4.735 2.444 -2.860  0.0833
H29 -3.773 3.452 0.512  0.0552
H30 -4.233 4.028 -1.093  0.0917
H31 -1.265 3.663 -0.442  0.0611
H32 -2.073 5.052 0.268  0.0881
H33 -1.985 4.886 -1.495  0.0604
C27 0.977 2.994 -2.515  -0.0810
C28 1.130 4.264 -1.704  -0.4458
C29 2.002 5.293 -2.407  -0.0510
O2 1.599 4.064 -0.359  -0.3272
P1 2.732 3.091 0.246  -0.1702
S4 3.187 3.833 2.003  0.1815
S5 2.223 1.173 0.109  0.3265
O3 3.895 3.456 -0.842  -0.3395
C30 5.106 2.746 -1.149  -0.4645
C31 5.732 2.036 0.045  -0.0808
C32 4.860 1.804 -2.313  -0.0708
H34 0.575 3.252 -3.502  0.0817
H35 0.300 2.290 -2.028  0.0482
H36 1.942 2.498 -2.642  0.0512
H37 0.142 4.698 -1.554  0.1008
H38 2.999 4.888 -2.585  0.0667
H39 2.101 6.185 -1.785  0.0831
H40 1.547 5.574 -3.362  0.0745
H41 5.782 3.537 -1.476  0.1310
H42 5.082 1.232 0.397  0.0470
H43 5.890 2.728 0.870  0.0589
H44 6.688 1.605 -0.265  0.0760
H45 4.152 1.032 -2.012  0.0294
H46 5.799 1.334 -2.620  0.0739
H47 4.439 2.350 -3.164  0.0750
Cl3 -2.475 -4.336 -2.078  0.6295
C33 -3.920 -3.596 -1.351  -0.6887
C34 -4.254 -2.316 -1.749  -0.1382
C35 -5.452 -1.876 -1.215  -0.7110
Cl4 -6.088 -0.287 -1.717  0.5796
C36 -6.231 -2.589 -0.300  -0.7279
Cl5 -7.710 -1.951 0.354  0.6113
C37 -5.799 -3.850 0.109  -0.7151
Cl6 -6.716 -4.762 1.263  0.6230
C38 -4.629 -4.374 -0.439  -0.7139
Cl7 -4.099 -5.959 0.028  0.6179
C39 2.066 -0.955 6.688  -0.0521
N9 1.939 -0.456 5.337  -0.1366
C40 1.731 0.884 5.002  -0.0423
C41 1.710 0.957 3.665  -0.0803
N10 1.897 -0.334 3.203  0.0811
C42 2.055 -1.213 4.216  -0.7773
S6 2.320 -2.898 4.142  0.5433
H48 2.868 -0.429 7.206  0.0873
H49 2.299 -2.014 6.634  0.0363
H50 1.133 -0.817 7.236  0.0904
H51 1.605 1.653 5.747  0.1215
H52 1.603 1.803 3.001  0.0442
H53 1.975 -0.555 2.218  0.0335


(4)
DFT (ωB97M-V with the def2-TZVPD basis set) results for a molecular structure, CHKLiO3 at a distorted geometry.

Output
Energy above the lowest of the compared OMol25 structures with the same formula, charge and spin (kJ/mol): 214.2
Net charge: +1
Frontier orbital gap (eV): 5.829
Maximum force (eV Å⁻¹): 10.41

Each line ends with the Löwdin charge.
Positions of all 7 atoms, in Å:
O1 -1.333 -0.060 -1.771  -0.2117
C1 -0.162 0.342 -0.240  -0.4375
O2 0.228 -0.014 0.852  -0.1766
K1 1.638 1.042 3.040  0.9784
Li1 1.117 -1.745 -0.031  0.8710
O3 -0.337 -0.533 -1.198  -0.2189
H1 -1.152 0.967 -0.652  0.1952